{
  "formula": "C8H44B6O4Zr",
  "method": "ωB97M-V with the def2-TZVPD basis set",
  "symbols": ["Zr", "B", "H", "H", "H", "H", "B", "H", "H", "H", "H", "B", "H", "H", "H", "H", "B", "H", "H", "H", "H", "B", "H", "H", "H", "H", "B", "H", "H", "H", "H", "C", "O", "C", "C", "O", "C", "H", "H", "H", "H", "H", "H", "H", "H", "H", "H", "C", "O", "C", "C", "O", "C", "H", "H", "H", "H", "H", "H", "H", "H", "H", "H"],
  "xyz": [[-2.731645, 1.473487, 0.510833], [-0.609525, 0.823328, 0.336295], [-1.388583, 0.143393, 0.028067], [-0.556372, 1.567261, -0.443443], [-1.018183, 1.272018, 1.228427], [0.362333, 0.371925, 0.462632], [-2.628930, -0.065536, 2.398086], [-3.397215, -0.529641, 2.996896], [-2.682515, 1.011863, 2.422184], [-1.648096, -0.414246, 2.682007], [-2.828295, -0.354151, 1.377685], [-3.386496, -1.004632, -1.104920], [-2.607332, -1.443088, -0.500846], [-3.275066, -1.070496, -2.176130], [-4.336556, -1.433443, -0.826113], [-3.385878, 0.019812, -0.766151], [-1.238686, -3.290183, 0.970674], [-0.550818, -3.649174, 0.220867], [-1.129523, -2.217410, 0.932180], [-2.245567, -3.467473, 0.625699], [-1.004108, -3.796783, 1.894020], [-3.017667, 2.308309, -1.587772], [-2.249193, 1.579441, -1.381766], [-3.855037, 2.145970, -0.926926], [-2.678168, 3.295729, -1.315760], [-3.340616, 2.320380, -2.617239], [-2.273761, 3.509891, 1.181057], [-3.270994, 3.399802, 0.784004], [-2.136517, 4.510487, 1.560797], [-2.201077, 2.892255, 2.062815], [-1.584407, 3.135071, 0.440416], [1.920625, 4.027279, 0.259210], [3.121094, 3.886217, 1.088428], [3.047974, 3.033385, 2.237658], [4.444000, 2.257960, 2.464816], [5.070915, 1.973590, 1.214834], [5.858077, 2.947850, 0.589864], [1.098141, 4.454006, 0.833269], [1.579920, 3.202964, -0.367311], [2.172154, 4.738888, -0.527204], [2.233238, 2.335756, 2.043698], [2.792720, 3.587883, 3.140700], [4.234789, 1.400291, 3.104146], [5.186306, 2.843652, 3.007080], [6.619382, 3.401164, 1.224695], [5.330793, 3.816832, 0.196221], [6.560052, 2.666015, -0.194926], [0.438886, -1.173548, -2.065649], [0.162884, -2.567664, -2.143048], [1.322265, -3.354319, -1.844265], [1.079629, -4.905998, -1.768793], [-0.391240, -5.129939, -1.943081], [-0.717431, -6.533474, -2.243605], [0.944044, -0.926482, -1.131913], [-0.490213, -0.605815, -2.116157], [1.142277, -0.837222, -2.827371], [1.441573, -2.997198, -0.821358], [2.154918, -3.171348, -2.523463], [1.432368, -5.272257, -0.804668], [1.708068, -5.346176, -2.543006], [-0.581425, -7.197646, -1.390096], [-0.248841, -6.994502, -3.113062], [-1.773452, -6.604310, -2.504219]],
  "forces_ev_per_a": [[0.97, -3.68, -0.48], [1.61, -0.11, -0.34], [-2.46, -3.41, -1.32], [0.28, 3.07, -2.70], [-0.21, 1.70, 4.03], [2.96, -1.60, 0.78], [-0.15, -0.62, 1.10], [-3.00, -1.39, 2.17], [-0.47, 4.51, 1.20], [3.33, -0.94, 0.95], [-0.88, -1.46, -4.31], [0.26, -1.62, 0.00], [2.64, -1.90, 1.58], [0.72, 0.31, -4.06], [-3.80, -1.51, 1.30], [-0.52, 5.26, 1.48], [0.17, -0.08, 0.10], [2.79, -1.72, -3.03], [0.64, 4.27, 0.53], [-4.04, -1.08, -1.21], [0.88, -1.81, 4.17], [0.04, 1.52, -2.13], [2.57, -2.68, -0.05], [-4.09, -0.78, 2.17], [1.36, 3.50, 0.62], [-1.15, -0.42, -3.49], [0.38, 2.33, 1.20], [-4.20, 0.08, -1.37], [0.65, 3.58, 0.82], [0.29, -2.52, 3.26], [2.59, -0.49, -2.48], [0.77, 0.68, 0.24], [-0.55, -0.05, -0.41], [0.61, -0.63, -0.89], [-0.65, 2.21, -1.17], [-0.06, -1.45, -0.40], [0.69, 1.67, 0.48], [-0.10, -0.24, 0.08], [0.22, -0.92, 0.87], [0.34, 0.45, 0.33], [0.17, -0.44, 0.22], [0.04, 0.23, 0.13], [0.14, -0.52, -0.71], [-0.26, 0.56, 0.37], [-0.08, 0.07, 1.15], [-0.60, -0.25, 0.02], [-0.75, -1.44, -0.36], [0.26, -0.69, 0.46], [0.29, -0.12, -1.54], [-1.70, 0.26, 1.53], [-2.26, 1.34, -0.45], [2.06, -2.34, -0.90], [-0.24, 1.34, 0.46], [-0.18, -0.12, 0.36], [-0.05, -0.34, -0.08], [0.05, -0.03, -0.66], [1.29, -0.34, 0.26], [0.21, 0.35, -0.06], [-0.32, -0.05, 0.17], [-0.43, -0.53, -0.41], [0.29, 0.10, 0.28], [0.81, 0.37, -0.18], [-0.18, 0.55, 0.28]],
  "nbo_charge": [1.579, -0.595, 0.088, 0.060, 0.010, 0.063, -0.614, 0.027, -0.055, 0.073, 0.057, -0.611, 0.041, -0.021, -0.019, -0.114, -0.821, -0.045, -0.034, -0.017, -0.064, -0.603, 0.047, -0.018, 0.028, 0.036, -0.681, 0.020, 0.041, 0.076, 0.072, -0.259, -0.575, -0.083, -0.064, -0.538, -0.250, 0.182, 0.204, 0.176, 0.198, 0.157, 0.196, 0.148, 0.141, 0.186, 0.181, -0.242, -0.513, -0.091, -0.072, -0.493, -0.252, 0.173, 0.218, 0.124, 0.210, 0.133, 0.180, 0.135, 0.160, 0.139, 0.185],
  "charge": -2,
  "homo_lumo_gap_ev": 5.309,
  "molar_mass_g_mol": 360.53,
  "homo_ha": -0.0398,
  "lumo_ev": 4.23
}